Molecular formula: C23H54BFIN20O10S
Method: DFT, the ωB97M-V functional and the def2-TZVPD basis

The geometry in XYZ format:
```
111
Properties=species:S:1:pos:R:3:forces:R:3
C -5.2577 2.6854 4.6665 0.455 1.351 0.531
C -4.7428 3.6551 3.5290 0.954 -0.569 -0.935
C -4.8650 3.0334 2.0550 -1.630 0.334 1.902
I -3.0265 2.0603 1.4127 -0.368 0.155 0.275
B -5.5034 4.0627 0.9437 -0.171 -0.765 -1.471
F -6.6856 4.7975 1.4501 0.794 -0.265 0.385
C -6.1011 3.0960 -0.2799 -0.351 -0.015 -0.778
C -7.4631 2.4009 0.0936 0.831 0.592 0.036
S -7.7933 0.7941 -0.7952 0.471 -0.555 0.115
C -6.3937 -0.3083 -0.6013 3.151 -2.776 -0.110
N -6.0310 -1.4260 -1.3082 -1.783 2.208 0.172
N -4.8854 -1.9207 -0.8076 1.978 0.564 2.104
C -4.4502 -1.1601 0.2353 -3.654 -1.092 -3.809
O -5.4180 -0.2021 0.3395 0.127 2.238 2.138
C -4.4371 5.0827 0.2205 0.318 1.586 0.247
C -3.3761 5.7328 1.1490 1.940 0.568 0.144
C -3.6467 6.5954 2.2902 2.236 -0.421 -0.403
C -2.5235 7.1313 3.0740 0.372 -0.788 -0.830
C -1.1269 6.8493 2.7681 -1.390 -0.946 -1.537
C -0.8440 6.0211 1.6009 -2.120 0.110 0.295
C -1.9533 5.4927 0.8333 -0.236 0.703 1.127
H -5.7338 1.7499 4.2851 0.490 0.755 0.327
H -4.3899 2.4811 5.3553 -0.945 -0.295 -0.679
H -5.9899 3.2695 5.2963 0.475 -0.838 -0.594
H -5.2665 4.6461 3.5364 0.244 -1.022 0.014
H -3.6447 3.8772 3.6590 -1.153 -0.066 0.200
H -5.6164 2.1953 2.1695 1.022 0.524 -0.292
H -5.3262 2.3519 -0.6231 -0.783 0.589 0.430
H -6.3006 3.7636 -1.1738 0.129 -0.747 0.716
H -8.2892 3.0862 -0.2499 0.570 -1.050 0.247
H -7.6113 2.2483 1.1897 0.269 -0.015 -0.865
H -3.5466 -1.2595 0.8627 -0.938 0.426 -0.458
H -3.9338 4.6248 -0.6799 -0.308 0.309 1.055
H -5.0558 5.9344 -0.2028 0.479 -0.811 0.389
H -4.6916 6.8318 2.5806 0.871 -0.188 -0.248
H -2.7309 7.7694 3.9712 0.076 -0.659 -0.968
H -0.2692 7.2248 3.3708 -1.019 -0.184 -0.387
H 0.1860 5.7371 1.2671 -0.991 0.456 0.569
H -1.7169 4.8310 -0.0387 -0.325 0.707 0.901
C -3.2747 -2.9261 -4.4300 -0.238 0.366 -0.139
O -3.2900 -3.9593 -3.7719 0.279 -0.039 0.026
N -3.8301 -1.7629 -3.9894 -0.135 -0.003 0.456
N -2.6987 -2.8544 -5.6623 -0.061 -0.428 -0.403
H -3.8252 -0.9121 -4.5192 0.012 -0.079 -0.028
H -4.2715 -1.7677 -3.0805 -0.001 -0.054 -0.035
H -2.2754 -3.7037 -6.0346 -0.023 0.574 0.321
H -2.6739 -2.0173 -6.2137 -0.086 0.024 0.119
C -0.8838 -3.6145 0.9167 -0.499 -0.411 -0.225
O -0.6524 -2.4054 0.8886 0.370 -0.055 -0.069
N -0.7544 -4.3516 2.0519 0.193 0.259 0.509
N -1.2847 -4.3078 -0.1762 0.253 0.160 -0.323
H -0.9377 -5.3362 2.0970 -0.042 0.050 -0.161
H -0.4553 -3.8668 2.8907 0.052 -0.063 0.057
H -1.3940 -3.7918 -1.0331 -0.268 -0.043 0.102
H -1.4791 -5.2967 -0.1740 -0.031 -0.010 -0.076
C 3.3546 -2.3852 -1.3770 -0.313 0.448 0.377
O 4.3935 -1.7847 -1.6267 0.067 -0.121 -0.292
N 2.4239 -1.9238 -0.5131 0.092 0.036 0.084
N 3.0459 -3.5832 -1.9578 0.109 -0.543 -0.602
H 1.5663 -2.4073 -0.3035 -0.116 0.134 -0.112
H 2.6106 -1.0411 -0.0601 -0.012 0.323 -0.180
H 3.7114 -3.9625 -2.6077 -0.008 0.032 0.134
H 2.2023 -4.0933 -1.7684 0.081 0.029 0.275
C 0.3100 -4.5983 -5.4463 -0.097 0.112 0.370
O -0.6824 -4.5498 -6.1537 0.478 -0.548 -0.520
N 1.4825 -5.1558 -5.8647 0.251 -0.247 -0.402
N 0.3285 -4.1035 -4.1849 -0.262 0.189 0.273
H 2.3088 -5.2061 -5.2996 -0.068 0.050 0.009
H 1.5039 -5.5332 -6.7954 -0.005 0.041 0.100
H -0.5233 -3.6851 -3.8433 -0.024 -0.121 -0.029
H 1.1319 -4.1328 -3.5854 -0.002 0.107 -0.159
C 1.9213 -2.4885 3.6901 -0.059 0.074 -0.287
O 0.9611 -2.9734 4.2814 -0.003 -0.126 0.062
N 1.9816 -2.4119 2.3396 0.069 -0.329 0.066
N 3.0056 -1.9877 4.3438 0.202 -0.044 0.484
H 2.7545 -2.0221 1.8342 0.006 0.011 0.123
H 1.1934 -2.7708 1.8259 -0.079 0.381 0.013
H 2.9945 -2.0274 5.3473 -0.016 0.057 -0.106
H 3.7998 -1.5861 3.8806 -0.100 0.058 -0.036
C 4.1741 1.6275 -0.3222 0.042 -0.079 -0.329
O 3.4600 0.8493 0.2842 -0.177 -0.133 0.277
N 4.6670 1.3507 -1.5583 -0.020 -0.231 -0.398
N 4.5393 2.8374 0.1884 0.055 0.229 0.460
H 5.2562 1.9746 -2.0764 -0.059 0.042 0.086
H 4.4182 0.4591 -1.9623 0.151 -0.106 0.184
H 4.1920 3.0730 1.1031 0.032 -0.018 -0.070
H 5.1261 3.4924 -0.2932 -0.067 -0.035 -0.025
C 7.4779 2.3225 3.1292 -0.223 -0.116 -0.110
O 6.5211 1.8527 3.7229 0.070 0.031 0.070
N 7.5427 2.3893 1.7731 -0.059 -0.056 -0.385
N 8.5697 2.8233 3.7771 0.313 0.120 0.423
H 8.3232 2.7731 1.2682 0.043 0.059 -0.038
H 6.7564 2.0302 1.2577 0.024 0.041 0.086
H 8.5605 2.7924 4.7809 -0.025 0.002 -0.107
H 9.3658 3.2137 3.3080 -0.079 -0.020 -0.057
C -1.8137 -8.3772 -0.6598 -0.084 -0.021 -0.058
O -1.5851 -7.1792 -0.6828 0.090 -0.053 0.125
N -1.6848 -9.1285 0.4690 0.132 -0.001 0.404
N -2.2170 -9.0620 -1.7618 -0.023 0.032 -0.429
H -1.8683 -10.1134 0.5076 -0.016 0.054 -0.033
H -1.3884 -8.6547 1.3038 -0.043 -0.068 -0.072
H -2.3236 -8.5373 -2.6136 -0.036 -0.014 0.094
H -2.4111 -10.0454 -1.7678 0.002 0.053 0.047
C 9.8368 3.6454 -1.5516 0.015 -0.047 0.003
O 9.7480 3.7856 -0.3419 -0.089 -0.038 0.112
N 10.3320 2.5146 -2.1234 0.170 -0.347 0.067
N 9.4474 4.6090 -2.4303 -0.175 0.379 -0.040
H 10.4132 2.3792 -3.1136 -0.028 0.028 0.043
H 10.6293 1.7805 -1.5045 -0.046 0.058 -0.069
H 9.0763 5.4591 -2.0432 0.041 -0.078 -0.041
H 9.5115 4.5149 -3.4265 0.012 -0.026 0.052
```
Positions in Å, forces in eV/Å.

Properties
net charge = -1
HOMO level = -4.99 eV
energy = -3577.3567 a.u.
E_LUMO = 1.22 eV